{"formula": "C42H117N9O15", "method": "ωB97M-V/def2-TZVPD", "species": ["C", "O", "C", "C", "C", "N", "H", "H", "H", "H", "H", "H", "H", "H", "H", "H", "H", "C", "O", "C", "C", "C", "N", "H", "H", "H", "H", "H", "H", "H", "H", "H", "H", "H", "C", "O", "C", "C", "C", "N", "H", "H", "H", "H", "H", "H", "H", "H", "H", "H", "H", "C", "O", "C", "C", "C", "N", "H", "H", "H", "H", "H", "H", "H", "H", "H", "H", "H", "C", "O", "C", "C", "C", "N", "H", "H", "H", "H", "H", "H", "H", "H", "H", "H", "H", "C", "O", "C", "C", "C", "N", "H", "H", "H", "H", "H", "H", "H", "H", "H", "H", "H", "C", "O", "C", "C", "C", "N", "H", "H", "H", "H", "H", "H", "H", "H", "H", "H", "H", "C", "O", "C", "C", "C", "N", "H", "H", "H", "H", "H", "H", "H", "H", "H", "H", "H", "C", "O", "C", "C", "C", "N", "H", "H", "H", "H", "H", "H", "H", "H", "H", "H", "H", "O", "C", "C", "O", "H", "H", "H", "H", "H", "H", "O", "C", "C", "O", "H", "H", "H", "H", "H", "H", "O", "C", "C", "O", "H", "H", "H", "H", "H", "H"], "xyz": [[-4.48819, -4.26510, -0.06392], [-3.24925, -4.44143, -0.70573], [-2.31005, -5.08674, 0.11219], [-0.97904, -5.23443, -0.62239], [-0.34879, -3.85626, -0.79561], [-1.23865, -5.83759, -1.95678], [-4.43050, -3.39109, 0.59060], [-4.81125, -5.18105, 0.43530], [-5.21100, -4.05459, -0.85281], [-2.19353, -4.48535, 1.03501], [-2.64643, -6.05844, 0.51157], [-0.32038, -5.84613, -0.00885], [-0.99584, -3.02146, -1.06551], [0.49872, -3.85244, -1.48037], [0.02623, -3.63695, 0.21046], [-1.24350, -6.85366, -1.89936], [-2.20884, -5.60372, -2.16560], [-0.11544, 9.00636, -0.55273], [-1.07620, 8.26735, 0.11682], [-0.56220, 7.41311, 1.11497], [-0.06650, 6.11607, 0.49350], [-1.23264, 5.21966, 0.13648], [0.84115, 5.34528, 1.39943], [0.43119, 8.44328, -1.32016], [0.57831, 9.53745, 0.11492], [-0.55124, 9.84058, -1.11512], [0.25047, 7.94587, 1.64302], [-1.28057, 7.27996, 1.92673], [0.56244, 6.37683, -0.36135], [-0.94442, 4.16568, 0.08810], [-1.62418, 5.43809, -0.86353], [-2.09130, 5.28313, 0.80495], [1.39198, 5.98533, 1.97499], [1.52223, 4.97081, 0.73969], [3.99487, 2.11369, 2.30560], [4.66936, 0.92264, 1.99651], [5.85035, 0.71649, 2.73552], [6.95386, 0.04618, 1.94167], [7.17452, 0.79351, 0.63635], [6.60604, -1.31081, 1.50965], [3.75022, 2.14469, 3.37739], [3.04652, 2.15126, 1.76860], [4.52940, 3.04944, 2.09158], [6.23174, 1.65536, 3.15502], [5.60465, 0.06599, 3.58599], [7.93504, -0.02329, 2.40877], [7.87046, 0.30371, -0.04215], [7.58215, 1.80100, 0.80342], [6.23995, 0.93492, 0.10224], [6.22776, -1.88062, 2.26036], [5.89363, -1.30592, 0.78258], [3.67264, -5.75997, -2.85730], [4.34641, -4.53551, -3.03846], [3.92128, -3.58253, -2.11406], [4.46917, -2.22930, -2.54489], [5.98756, -2.19102, -2.62260], [3.98526, -1.18474, -1.64582], [3.95397, -6.54576, -3.55570], [2.59258, -5.60891, -2.99276], [3.89056, -6.13206, -1.84660], [2.82771, -3.47968, -2.13572], [4.32267, -3.82796, -1.12227], [4.09734, -2.11012, -3.57768], [6.36698, -2.42276, -1.61436], [6.32842, -1.19862, -2.90798], [6.41389, -3.02831, -3.17143], [2.99213, -1.03695, -1.80335], [4.48170, -0.32148, -1.82860], [-3.68887, 2.84718, -1.17110], [-4.09890, 2.20152, -0.00101], [-4.48850, 3.11142, 1.02890], [-4.45639, 2.31575, 2.32869], [-5.40166, 1.11858, 2.31265], [-4.73283, 3.15112, 3.51561], [-4.30963, 3.68079, -1.53331], [-3.76634, 2.17405, -2.02974], [-2.66249, 3.22080, -1.10803], [-3.75788, 3.92316, 1.05538], [-5.51722, 3.43952, 0.83199], [-3.44356, 1.90895, 2.45131], [-5.27654, 0.55058, 3.23272], [-5.08562, 0.46230, 1.49970], [-6.42770, 1.45615, 2.15621], [-5.72640, 3.37706, 3.54478], [-4.26134, 4.05006, 3.42205], [1.94352, -5.93349, 2.08426], [2.80282, -4.88461, 2.43995], [2.58843, -3.72763, 1.64298], [3.40901, -2.58020, 2.21037], [3.11857, -2.35420, 3.68935], [3.05362, -1.36210, 1.47609], [2.08183, -6.30285, 1.06494], [0.89396, -5.64264, 2.23805], [2.14121, -6.68145, 2.85194], [2.99821, -4.05084, 0.67642], [1.54113, -3.42371, 1.56491], [4.44668, -2.87225, 1.98749], [3.61619, -1.43714, 4.00049], [3.34148, -3.27409, 4.22429], [2.04205, -2.19216, 3.79368], [3.64005, -0.57743, 1.82577], [3.28639, -1.35272, 0.47626], [-3.80810, -0.82136, -1.41621], [-3.90670, -0.28077, -2.70478], [-5.00815, -0.71678, -3.46030], [-4.86538, -2.15759, -3.91955], [-3.52374, -2.37082, -4.64137], [-6.04512, -2.54187, -4.72438], [-4.77150, -0.96018, -0.90862], [-3.23894, -0.18189, -0.74134], [-3.28168, -1.78645, -1.43025], [-5.95006, -0.57495, -2.91680], [-5.01672, -0.05544, -4.33526], [-4.84404, -2.82296, -3.04416], [-3.56392, -3.35393, -5.12676], [-2.69719, -2.51277, -3.94061], [-3.33956, -1.61720, -5.40776], [-5.87555, -3.41033, -5.22184], [-6.11244, -1.84316, -5.47176], [-3.14166, 1.82488, -6.98452], [-2.06746, 2.09764, -6.11894], [-1.91539, 1.07691, -5.19125], [-0.61196, 1.19009, -4.42626], [0.61758, 1.33509, -5.31815], [-0.37246, 0.03475, -3.55324], [-2.89566, 0.93902, -7.58396], [-3.36306, 2.66776, -7.62834], [-4.03668, 1.56721, -6.40294], [-2.71029, 1.02865, -4.42119], [-1.99754, 0.07528, -5.65447], [-0.67370, 2.08772, -3.79922], [1.53123, 1.37931, -4.72268], [0.56223, 2.19743, -5.97628], [0.71004, 0.41788, -5.91322], [0.02751, -0.74391, -4.07232], [-1.26156, -0.33248, -3.19699], [-4.07004, -3.03603, 3.93712], [-3.27867, -3.35553, 5.03084], [-2.39114, -2.32930, 5.43355], [-1.43507, -1.90819, 4.32248], [-0.70018, -3.08250, 3.68359], [-0.47718, -0.86017, 4.71864], [-3.50172, -3.07783, 2.99227], [-4.42979, -1.99805, 3.98433], [-4.88937, -3.73553, 3.79226], [-3.02767, -1.46397, 5.68115], [-1.84980, -2.67465, 6.31175], [-2.10275, -1.51806, 3.53090], [-0.21532, -2.71265, 2.77304], [-1.32881, -3.94640, 3.47341], [0.12299, -3.43015, 4.31790], [-1.08059, -0.07999, 4.98594], [0.02604, -0.56987, 3.87947], [4.22496, 2.88793, -2.38415], [2.95497, 2.60837, -1.76029], [2.18858, 3.87562, -1.46815], [2.88961, 4.85877, -0.68807], [4.84025, 3.09395, -1.67399], [2.31751, 2.07872, -2.46821], [3.18444, 1.96674, -0.90675], [1.23499, 3.59818, -1.00815], [1.94342, 4.35978, -2.42585], [3.81395, 4.85866, -0.96168], [0.50981, 0.07339, 2.05797], [-0.56397, -0.00700, 1.13439], [-0.43725, 0.84924, -0.09581], [0.69191, 0.56333, -0.88461], [1.36450, -0.31910, 1.73646], [-0.69185, -1.06344, 0.85324], [-1.44362, 0.31294, 1.70209], [-0.47543, 1.90988, 0.19756], [-1.32309, 0.77544, -0.74213], [0.38043, 0.28718, -1.76957], [-0.77815, 4.96476, 3.69800], [-0.80841, 3.58550, 3.98385], [0.56389, 2.93714, 4.13403], [1.25022, 3.40453, 5.30404], [-0.23188, 5.04254, 2.87238], [-1.29880, 3.42442, 4.94722], [-1.32838, 2.99961, 3.20458], [1.17414, 3.05962, 3.24066], [0.44856, 1.84907, 4.22344], [0.94451, 2.85780, 6.03201]], "forces_ev_per_angstrom": [[-0.1, 0.2, -0.6], [0.1, -0.5, -0.4], [0.5, 0.2, 1.6], [-1.1, 0.6, -1.2], [0.7, 0.0, 1.0], [-0.1, -0.4, 0.4], [-0.2, -0.2, 0.4], [0.0, 0.1, 0.3], [-0.1, 0.1, 0.1], [0.3, 0.0, -0.2], [-0.3, -0.1, -0.6], [0.1, -0.2, -0.2], [-0.4, -0.4, -0.2], [0.0, -0.2, 0.0], [0.2, 0.5, -0.2], [0.2, 0.1, 0.1], [0.2, 0.1, -0.3], [0.7, 1.1, -0.8], [-0.9, 0.0, 0.3], [1.0, 0.6, 0.5], [0.3, -0.3, 1.0], [-0.4, -0.4, -1.2], [0.0, 0.6, -0.2], [0.2, -0.2, 0.3], [0.1, -0.5, 0.2], [-0.6, -0.3, 0.2], [0.2, -0.2, -0.3], [-0.5, -0.3, -0.5], [-0.5, 0.1, -0.3], [0.2, 0.1, 0.2], [0.0, 0.2, 0.1], [0.3, 0.2, 0.3], [-0.1, 0.0, -0.2], [0.1, -0.3, 0.6], [-0.7, 0.5, 0.9], [0.5, 0.3, -0.8], [0.7, 0.0, 1.4], [-0.4, -0.6, -2.2], [0.5, 1.2, -0.3], [-0.2, -0.6, 0.2], [0.0, 0.0, -0.1], [0.1, -0.3, -0.1], [0.4, -0.3, -0.2], [-0.1, 0.1, -0.1], [0.0, 0.1, 0.1], [-0.3, 0.3, 0.8], [0.0, -0.3, 0.2], [-0.1, -0.1, 0.1], [-0.3, -0.1, -0.1], [0.2, 0.1, 0.1], [0.1, 0.2, 0.1], [-0.4, -0.1, 0.5], [0.2, -0.6, -0.8], [0.5, 0.8, 0.0], [0.2, -0.2, -1.0], [-0.1, -0.7, 1.5], [-0.1, -0.3, 0.0], [0.5, 0.4, -0.3], [0.0, -0.1, 0.3], [-0.3, -0.1, 0.0], [-0.1, -0.3, 0.4], [-0.4, 0.0, 0.2], [0.0, 0.2, 0.1], [0.0, 0.5, 0.1], [0.3, -0.1, -0.3], [-0.2, 0.4, -0.7], [0.1, 0.3, 0.1], [-0.2, 0.1, 0.0], [0.1, 0.2, -1.4], [-0.2, 0.2, -0.1], [0.2, -1.2, -0.1], [0.1, 0.1, 0.7], [0.7, 0.2, -0.3], [-0.2, 0.1, -0.5], [-0.2, 0.1, 0.8], [0.3, -0.5, 0.4], [0.0, 0.0, 0.1], [-0.3, 0.3, 0.1], [0.1, 0.4, 0.0], [0.0, 0.2, -0.1], [-0.3, 0.1, 0.2], [-0.3, 0.0, -0.1], [-0.1, -0.2, 0.1], [0.1, -0.1, 0.0], [0.1, -0.2, 0.1], [-0.3, 0.0, 1.1], [-0.4, 0.5, 0.2], [0.9, -0.6, 0.0], [-0.2, -0.1, -0.9], [-0.4, -0.3, -0.9], [0.3, 1.2, 0.0], [0.2, 0.0, 0.0], [0.0, 0.1, -0.3], [0.0, -0.5, -0.4], [-0.5, 0.7, -0.4], [-0.1, -0.2, 0.1], [0.1, 0.1, 0.6], [0.2, -0.3, 0.5], [0.4, 0.3, 0.4], [0.1, 0.1, 0.0], [-0.6, -0.7, -0.2], [0.0, -0.6, 0.3], [0.2, -0.8, 0.9], [0.2, 0.6, 0.2], [-0.2, -0.1, -0.2], [0.3, -0.8, -0.1], [-0.4, -1.0, 0.1], [0.4, 0.9, -0.3], [-0.1, 0.0, -0.4], [0.0, 0.4, -0.4], [-0.2, -0.1, 0.0], [0.1, 0.0, 0.1], [-0.1, -0.1, 0.0], [-0.1, 0.2, 0.0], [-0.1, 0.2, -0.2], [0.1, 0.6, 0.0], [0.2, 0.0, 0.1], [0.1, -0.1, 0.2], [-0.2, -0.2, 0.2], [-0.2, -0.7, 0.2], [0.0, 0.6, -0.1], [-0.2, -1.2, 0.8], [0.9, 0.4, -0.1], [-0.1, -0.5, 0.0], [-0.7, -0.5, 0.5], [-0.1, 0.1, -0.2], [0.2, 0.2, 0.0], [-0.1, 0.2, -0.1], [-0.1, 0.5, -0.3], [0.4, 0.2, -0.3], [-0.1, -0.1, 0.1], [-0.1, 0.2, 0.1], [0.0, 0.0, 0.0], [0.0, 0.2, -0.2], [0.0, 0.2, -0.1], [0.1, 0.2, -0.1], [0.3, 0.6, -1.2], [0.2, -0.8, 0.5], [-0.1, 0.6, -0.2], [-0.1, -0.3, -1.0], [0.7, 0.2, 0.3], [-1.0, -0.3, 0.4], [0.0, -0.1, 0.1], [-0.3, -0.1, 0.2], [-0.1, -0.1, 0.6], [0.3, 0.1, 0.3], [-0.1, -0.1, 0.1], [0.2, 0.0, 0.0], [-0.2, -0.2, -0.1], [-0.2, 0.1, -0.1], [-0.2, 0.0, 0.1], [0.5, 0.2, 0.0], [-0.1, 0.1, 0.1], [-0.4, 0.2, -0.1], [0.6, 0.1, -0.1], [0.1, 0.5, -0.5], [-0.3, -0.7, 0.2], [0.1, -0.2, -0.1], [0.3, -0.3, 0.0], [-0.6, 0.1, 0.2], [0.2, 0.2, 0.4], [0.0, -0.2, 0.0], [-0.1, 0.1, -0.1], [0.6, 0.4, -0.1], [0.3, -0.8, 0.4], [-0.6, 0.8, -0.5], [0.4, -0.1, 0.0], [-0.6, -0.2, -0.2], [-0.2, 0.1, -0.1], [-0.1, 0.0, -0.2], [0.5, 0.0, 0.2], [-0.2, -0.4, 0.3], [0.1, 0.1, 0.0], [0.3, -0.2, -0.6], [0.5, -0.6, 0.0], [-0.1, -0.4, 0.5], [0.2, 0.1, -0.5], [-0.3, -0.1, 0.6], [-0.4, 0.2, -0.2], [-0.2, 0.2, 0.1], [0.2, 0.5, 0.1], [-0.2, 0.1, -0.1], [0.0, 0.1, 0.1]], "lowdin_charge": [-0.096, -0.214, -0.226, -0.392, -0.052, 0.045, 0.083, 0.094, 0.084, 0.117, 0.130, 0.122, 0.065, 0.062, 0.048, 0.067, 0.058, -0.139, -0.163, -0.200, -0.386, -0.058, 0.048, 0.085, 0.092, 0.088, 0.124, 0.131, 0.124, 0.050, 0.086, 0.070, 0.098, 0.039, -0.093, -0.238, -0.201, -0.406, -0.074, 0.044, 0.098, 0.080, 0.095, 0.129, 0.123, 0.138, 0.079, 0.082, 0.060, 0.057, 0.050, -0.101, -0.180, -0.233, -0.440, -0.049, 0.059, 0.086, 0.086, 0.088, 0.115, 0.123, 0.140, 0.079, 0.077, 0.079, 0.073, 0.068, -0.121, -0.199, -0.177, -0.444, -0.051, 0.043, 0.098, 0.074, 0.064, 0.105, 0.135, 0.117, 0.070, 0.063, 0.084, 0.069, 0.068, -0.114, -0.187, -0.198, -0.416, -0.019, 0.056, 0.084, 0.079, 0.093, 0.112, 0.093, 0.118, 0.073, 0.083, 0.059, 0.057, 0.052, -0.102, -0.218, -0.206, -0.428, -0.045, 0.037, 0.100, 0.064, 0.077, 0.133, 0.120, 0.122, 0.077, 0.071, 0.064, 0.066, 0.072, -0.099, -0.159, -0.245, -0.411, -0.045, 0.050, 0.092, 0.089, 0.083, 0.115, 0.114, 0.141, 0.067, 0.080, 0.087, 0.092, 0.074, -0.136, -0.178, -0.187, -0.448, -0.052, 0.058, 0.062, 0.087, 0.091, 0.125, 0.132, 0.113, 0.054, 0.070, 0.086, 0.069, 0.027, -0.067, -0.230, -0.215, -0.084, 0.071, 0.101, 0.111, 0.108, 0.130, 0.084, -0.119, -0.233, -0.249, -0.087, 0.060, 0.111, 0.113, 0.104, 0.099, 0.030, -0.092, -0.260, -0.243, -0.067, 0.029, 0.120, 0.104, 0.094, 0.096, 0.079], "homo_ev": -8.9, "smiles": "COC[C@H](C)N.COC[C@H](C)N.COC[C@H](C)N.COC[C@H](C)N.COC[C@H](C)N.COC[C@H](C)N.COC[C@H](C)N.COC[C@H](C)N.COC[C@H](C)N.OCCO.OCCO.OCCO", "homo_lumo_gap_ev": 9.2, "max_force_ev_per_a": 2.3, "e_tot_ha": -3291.6040}